--- 1 ---
The following is a DFT calculation (wB97M-V/def2-TZVPD) of a structure of composition C20H41BiCl5N2OPSi2Te2.

As for the charge: 0. The value obtained for the orbital gap is 6.940 eV. Its molar mass is 1054.15 g/mol. Its HOMO energy is -6.71 eV.

CARTESIAN COORDINATES (ANGSTROEM)
1 Te -3.4363 -1.2140 0.5030
2 H -2.4119 -1.6123 -1.9527
3 H 2.7547 -1.8159 -4.6437
4 H -2.1101 1.2776 3.3798
5 H 2.3862 2.1607 -4.9760
6 H -6.8541 -3.2674 -1.0799
7 H -4.1340 -2.0119 -1.8956
8 H -1.1959 2.6273 4.0334
9 C 1.6020 1.8007 -4.3072
10 H -6.0790 -5.8109 0.3629
11 H 4.3984 0.6146 -3.4747
12 H -5.1563 1.2190 -0.6597
13 H -7.1235 -2.7112 3.1106
14 C -4.0043 -3.2799 0.6757
15 Cl 1.9461 -5.1888 -1.3464
16 H 1.4398 -1.0410 -5.5443
17 H -1.0003 -0.3891 2.1417
18 H -6.5398 -1.6762 -0.3645
19 H -2.0815 1.9799 -1.8757
20 Si -3.8357 0.3238 -2.5769
21 H -4.6901 0.6533 -4.8767
22 H -7.9208 -2.6365 0.1788
23 C 1.4303 -2.6437 -0.5336
24 H -5.2514 2.2874 -2.0690
25 H -3.5992 -0.7371 -4.8138
26 C 2.3732 -3.6617 -0.6730
27 H -2.5922 2.6992 0.1503
28 H -5.8207 -1.5760 2.7451
29 Cl -0.2044 -3.0016 -1.0230
30 H -5.2546 -0.8843 -4.2110
31 H -3.3156 1.8278 1.3116
32 Si -5.8034 -3.4762 1.1580
33 H 0.6336 -0.5707 2.1759
34 C -3.3941 -1.2485 -1.6387
35 H -5.4653 -3.0944 3.5849
36 C -6.8800 -2.6930 -0.1494
37 C -1.6460 2.8453 1.9561
38 Cl 4.8750 -4.6599 -0.4455
39 H -6.2020 0.8003 -2.0158
40 C -0.0006 1.1846 3.0366
41 Bi 0.0902 0.2715 -0.4651
42 Cl 5.6276 -1.9411 0.8605
43 H 3.5289 1.1990 -2.0207
44 H 3.1008 -0.4093 -5.6819
45 Te 1.2607 2.6587 -0.4838
46 H -3.7862 -3.7384 -0.2914
47 C -6.0775 -2.6368 2.8027
48 H 0.2399 0.7478 4.0098
49 N -2.4081 2.0986 0.9459
50 H 3.8183 -0.5391 -2.2437
51 C 3.6857 -3.4312 -0.2685
52 C 2.3722 -0.8619 -5.0082
53 H 0.8220 1.8415 2.7465
54 C 1.7410 -1.3817 -0.0323
55 C 3.6027 0.3986 -2.7607
56 P 2.0349 0.2139 -3.6071
57 C -4.3947 -0.2121 -4.2778
58 H -1.4832 0.8892 -3.1277
59 O 0.9501 -0.3751 -2.7432
60 C -2.3622 1.4463 -2.7859
61 C 4.0211 -2.2061 0.2999
62 H -2.5914 2.1993 -3.5461
63 H -0.7265 3.1747 1.4704
64 C -6.2131 -5.2907 1.3144
65 C -5.2379 1.2419 -1.7489
66 N -0.1147 0.1025 2.0414
67 H 0.6697 1.6872 -4.8619
68 H 1.4502 2.5095 -3.4919
69 H -3.3356 -3.7414 1.4050
70 C 3.0467 -1.2102 0.4133
71 H -5.5729 -5.7749 2.0560
72 H -2.1660 3.7450 2.3036
73 C -1.2925 1.9777 3.1619
74 H -7.2515 -5.4270 1.6278
75 Cl 3.4908 0.2603 1.2148

---

--- 2 ---
The following is a DFT calculation (wB97M-V/def2-TZVPD) of a structure of composition C20H41BiCl5N2OPSi2Te2.

As for the charge: 0. The value obtained for the orbital gap is 6.359 eV. Its molar mass is 1054.15 g/mol. Its HOMO energy is -7.29 eV.

CARTESIAN COORDINATES (ANGSTROEM)
1 C 4.4045 -0.0633 3.4331
2 H 1.0995 5.5146 -1.5208
3 Te -1.5734 -0.7293 0.1321
4 H -0.6399 5.8169 -1.2797
5 C 3.1555 0.1109 2.8430
6 H 4.3324 0.2430 -3.3237
7 H -2.5721 3.7646 -1.7534
8 H -1.2710 -4.2683 2.7446
9 C -0.5009 4.2824 -3.8779
10 H -2.4659 -3.2240 -0.0551
11 H -5.0635 -1.2272 4.0994
12 H -1.9705 -0.2419 2.7184
13 C -0.3624 -3.7237 2.4685
14 C 0.1549 5.0728 -1.1994
15 O 0.8852 2.6022 -2.2063
16 H -1.7136 2.7471 -0.5860
17 H -0.7861 3.4612 -4.5358
18 Cl 1.8526 -0.9504 3.2573
19 H -6.0916 0.1441 3.6656
20 H -5.3268 -2.3909 1.2316
21 H 3.8745 0.6299 -1.0270
22 H -2.0582 2.1201 -2.2151
23 H 2.7275 -0.6351 -4.8110
24 Te -0.5372 2.6502 2.5963
25 Cl 4.6703 -1.3292 4.5651
26 H -1.2942 5.0326 -3.8701
27 H -4.4785 0.4248 4.3333
28 H -3.7093 2.1737 1.8386
29 H -0.4541 -2.7034 2.8498
30 H 0.6306 -6.1350 0.5240
31 C 2.9161 1.1218 1.9324
32 C 2.3260 -0.2703 -3.8609
33 C 3.4632 -0.2262 -2.8475
34 C 5.4446 0.8037 3.0957
35 C -1.4685 -2.8297 -0.2671
36 P -0.2000 3.6340 -2.2226
37 H -1.3124 -2.8667 -1.3490
38 H 1.7337 -3.1455 -0.9319
39 H 3.7561 -1.2486 -2.5871
40 Cl 6.4979 2.9114 1.7596
41 Si -0.0957 -3.7646 0.6149
42 H -0.0240 -5.6298 -1.0383
43 H -5.3621 1.9291 1.2432
44 C -5.0602 -0.2213 3.6694
45 C 1.1478 -1.1520 -3.4556
46 C -5.3261 -1.3703 0.8354
47 Cl 3.6547 3.2474 0.4734
48 C 3.9606 1.9707 1.6221
49 H -2.5172 -1.8874 2.3587
50 H 2.3721 -3.5604 0.6679
51 N 0.3974 -0.6692 -2.2947
52 H 2.6736 1.3797 -1.8478
53 H 1.5144 -2.1594 -3.2284
54 H -6.3671 -1.0421 0.7633
55 H 0.2410 4.7623 -0.1559
56 H -1.1179 -6.0170 0.2963
57 H -4.9141 -1.3980 -0.1775
58 H 0.4785 -4.1992 2.9824
59 H 1.9671 0.7511 -4.0327
60 H 1.6393 -1.9791 0.3969
61 H 0.4596 -1.2557 -4.2977
62 Cl 6.9946 0.6089 3.8105
63 C -0.1612 -5.5510 0.0441
64 Si -4.3379 -0.2232 1.9408
65 H 1.0725 -0.5541 -1.5478
66 C 5.2259 1.8355 2.1827
67 C -1.7898 3.0111 -1.6444
68 H -3.9796 1.5296 0.2157
69 H 0.0977 0.2827 -2.4881
70 C -4.3493 1.5145 1.2445
71 H 0.4190 4.7298 -4.2557
72 Bi 0.9492 1.4435 0.7830
73 C 1.5645 -3.0394 0.1442
74 N 3.0644 0.4709 -1.6132
75 C -2.5671 -0.8467 2.0273

---

Which one is most stable, and which one is least stable? 1 is the most stable of them, while 2 is the least stable.